# 1
C26H76B2F4N6O8 | ωB97M-V/def2-TZVPD

Charge: -1
LUMO (spin up / spin down) in Eh: 0.0876 / 0.0003
Orbital gap (spin up / spin down) in eV: 7.945 / 5.413
<S²>: 0.754
Electronic energy in Eh: -2415.6427
2S+1: 2
HOMO level (spin up / spin down) in eV: -5.56 / -5.40

Each line ends with the Mulliken spin population.
Element x y z (Å)
1 B 0.720 0.388 -3.980  0.476
2 H 0.425 0.755 -3.009  0.044
3 H 1.788 0.230 -3.990  0.094
4 H 0.213 -0.531 -4.229  0.093
5 H 0.392 1.087 -4.733  0.097
6 B -0.063 0.396 0.644  0.022
7 F 0.870 -0.183 1.462  -0.001
8 F -0.172 1.770 0.809  0.000
9 F 0.535 0.204 -0.582  -0.036
10 F -1.227 -0.267 0.710  0.000
11 C -1.082 1.787 4.459  0.000
12 C -1.895 0.498 4.222  0.000
13 O -1.145 -0.636 4.459  0.000
14 O -1.838 2.950 4.693  0.000
15 H -0.520 1.951 3.539  0.000
16 H -0.416 1.671 5.314  0.000
17 H -2.439 0.439 3.279  0.000
18 H -2.660 0.392 4.991  0.000
19 H -0.350 -0.491 3.942  0.000
20 H -1.563 3.571 4.015  0.000
21 C 1.075 -3.792 2.722  0.000
22 C 0.550 -4.170 4.157  0.000
23 C 1.449 -3.722 5.330  0.000
24 O 1.009 -4.490 6.485  0.000
25 C 1.885 -4.408 7.605  0.000
26 N -0.807 -3.808 4.332  0.000
27 H 1.099 -2.716 2.548  0.000
28 H 0.520 -4.314 1.943  -0.001
29 H 2.094 -4.153 2.587  0.000
30 H 0.502 -5.259 4.163  0.000
31 H 1.372 -2.637 5.387  0.000
32 H 2.513 -3.743 5.093  0.000
33 H 2.688 -5.144 7.571  0.000
34 H 1.335 -4.574 8.530  0.000
35 H 2.212 -3.369 7.657  0.000
36 H -1.296 -4.246 5.099  0.000
37 H -0.902 -2.814 4.486  0.000
38 C 1.485 -3.243 -0.543  0.019
39 C 1.432 -3.032 -1.994  -0.013
40 C 0.040 -3.394 -2.639  -0.002
41 O 0.119 -2.982 -3.943  0.001
42 C -1.032 -3.376 -4.689  0.002
43 N 1.858 -1.676 -2.323  0.124
44 H 1.108 -4.215 -0.226  0.003
45 H 0.714 -2.602 -0.117  -0.003
46 H 2.408 -2.845 -0.120  -0.002
47 H 2.250 -3.633 -2.389  0.005
48 H -0.858 -2.949 -2.210  -0.001
49 H -0.038 -4.476 -2.749  0.000
50 H -1.251 -4.418 -4.920  0.000
51 H -0.971 -3.017 -5.717  -0.001
52 H -1.887 -2.862 -4.251  0.000
53 H 1.165 -1.073 -1.905  0.019
54 H 2.686 -1.566 -1.754  0.012
55 C 2.196 3.619 -0.553  0.009
56 C 1.752 3.556 -2.005  -0.001
57 C 2.651 2.705 -2.883  0.010
58 O 3.880 3.275 -3.091  0.000
59 C 3.768 4.245 -4.106  0.000
60 N 0.440 2.915 -1.965  0.041
61 H 2.940 4.377 -0.310  0.000
62 H 2.575 2.651 -0.225  -0.002
63 H 1.429 4.018 0.112  0.000
64 H 1.653 4.555 -2.429  0.001
65 H 2.145 2.499 -3.827  0.002
66 H 2.703 1.729 -2.401  -0.014
67 H 4.359 3.792 -4.901  0.000
68 H 4.140 5.246 -3.886  0.000
69 H 2.889 4.314 -4.746  0.000
70 H 0.616 2.310 -1.176  0.000
71 H -0.222 3.537 -1.522  0.004
72 C -5.384 1.002 1.717  0.000
73 C -5.126 2.156 0.663  0.000
74 C -5.297 3.466 1.412  0.000
75 O -6.677 3.745 1.691  0.000
76 C -6.855 4.892 2.480  0.000
77 N -3.719 2.204 0.133  0.000
78 H -4.547 0.937 2.413  0.000
79 H -5.542 0.051 1.209  0.000
80 H -6.241 1.297 2.322  0.000
81 H -5.978 2.209 -0.015  0.000
82 H -5.008 4.297 0.768  0.000
83 H -4.663 3.499 2.298  0.000
84 H -7.917 5.113 2.594  0.000
85 H -6.380 5.717 1.949  0.000
86 H -6.376 4.768 3.451  0.000
87 H -3.038 1.868 0.798  0.000
88 H -3.422 3.167 0.064  0.000
89 C -3.604 -1.040 -2.032  0.001
90 C -2.691 -0.234 -2.955  -0.006
91 C -3.397 0.479 -4.073  -0.002
92 O -2.361 1.039 -4.785  -0.005
93 C -2.693 1.155 -6.168  0.001
94 N -2.104 0.818 -2.068  0.010
95 H -3.167 -1.859 -1.461  0.000
96 H -4.310 -1.511 -2.715  0.000
97 H -4.160 -0.438 -1.313  -0.001
98 H -1.856 -0.847 -3.295  -0.002
99 H -4.155 1.150 -3.671  0.000
100 H -3.889 -0.281 -4.680  0.000
101 H -1.804 1.377 -6.759  0.000
102 H -3.500 1.861 -6.365  0.000
103 H -2.875 0.176 -6.610  0.000
104 H -2.881 1.172 -1.528  0.002
105 H -1.673 0.288 -1.325  0.001
106 C 4.193 0.044 1.830  0.000
107 C 4.377 0.053 0.350  0.000
108 C 5.345 -1.029 -0.158  0.001
109 O 6.641 -0.849 0.394  0.000
110 C 7.646 -1.540 -0.264  0.000
111 N 3.003 -0.172 -0.251  0.000
112 H 5.190 0.042 2.271  0.000
113 H 3.929 -0.965 2.147  0.000
114 H 3.498 0.723 2.323  0.000
115 H 4.767 1.037 0.093  0.000
116 H 5.292 -1.115 -1.243  0.000
117 H 4.853 -1.959 0.129  0.000
118 H 8.580 -1.026 -0.036  0.000
119 H 7.348 -1.638 -1.308  0.000
120 H 7.586 -2.458 0.319  0.000
121 H 2.746 0.771 -0.505  -0.004
122 H 2.285 -0.215 0.458  -0.001

---

# 2
C3H7NO | ωB97M-V/def2-TZVPD

ΔE to the lowest compared entry with this formula, charge and spin in eV: 3.143
Charge: 0
LUMO in Eh: 0.0289
Orbital gap in eV: 9.021
Electronic energy in Eh: -248.4110
HOMO level in eV: -8.23

Each line ends with the Mulliken charge.
Element x y z (Å)
1 C -1.496 0.043 -0.700  -0.651
2 O -0.981 -1.291 -0.626  -0.130
3 C 0.213 -1.689 -0.184  -0.300
4 N 1.055 -0.768 0.322  -0.030
5 C 1.048 0.672 0.626  -0.828
6 H -1.562 0.515 0.284  0.254
7 H -0.902 0.663 -1.378  0.281
8 H -2.503 -0.060 -1.110  0.267
9 H 1.904 -1.224 0.619  0.245
10 H 2.036 0.929 1.017  0.329
11 H 0.876 1.284 -0.262  0.270
12 H 0.311 0.927 1.392  0.294

---

# 3
C4H13N2S | ωB97M-V/def2-TZVPD

ΔE to the lowest compared entry with this formula, charge and spin in eV: 2.467
Charge: +1
LUMO in Eh: -0.1140
Orbital gap in eV: 10.027
Electronic energy in Eh: -667.5892
SMILES: NC[C@H]([NH3+])CCS
HOMO level in eV: -13.13

Each line ends with the Mulliken charge.
Element x y z (Å)
1 N 0.214 0.483 1.123  -0.216
2 C 1.048 -0.362 0.049  0.028
3 C 0.202 -0.431 -1.178  -0.923
4 C -0.261 0.922 -1.900  -0.677
5 S -1.816 1.414 -0.879  -0.181
6 C 1.266 -1.774 0.852  -0.538
7 N 1.114 -1.710 2.350  -0.619
8 H 0.229 1.393 0.834  0.213
9 H 0.591 0.278 1.957  0.364
10 H -0.729 0.037 1.196  0.324
11 H 2.050 0.244 0.065  0.407
12 H -0.594 -1.033 -0.835  0.464
13 H 0.583 -1.070 -1.999  0.394
14 H -0.553 0.781 -3.042  0.342
15 H 0.506 1.695 -1.827  0.336
16 H -1.197 2.320 -0.063  0.119
17 H 0.359 -2.358 0.395  0.313
18 H 2.203 -2.406 0.686  0.362
19 H 2.120 -1.538 2.694  0.259
20 H 0.671 -2.511 2.761  0.230

---

# 4
C3H4F2O | ωB97M-V/def2-TZVPD

ΔE to the lowest compared entry with this formula, charge and spin in eV: 3.833
Charge: 0
LUMO in Eh: 0.0117
Orbital gap in eV: 10.495
Electronic energy in Eh: -391.5319
HOMO level in eV: -10.18

Each line ends with the Mulliken charge.
Element x y z (Å)
1 C 1.150 0.157 -0.376  0.405
2 C -0.023 -0.457 0.151  -0.557
3 C -1.362 0.490 0.332  0.095
4 H 0.905 -0.017 -1.435  0.212
5 H 0.073 -1.380 1.176  0.311
6 H -0.476 -1.151 -0.816  0.228
7 H -1.540 1.536 1.268  0.255
8 O -2.285 0.009 -0.349  -0.433
9 F 2.104 -0.676 0.122  -0.250
10 F 1.456 1.490 -0.072  -0.267

---

# 5
C3H7NO4P | ωB97M-V/def2-TZVPD

ΔE to the lowest compared entry with this formula, charge and spin in eV: 0.000
Charge: +1
LUMO in Eh: -0.1881
Orbital gap in eV: 9.593
Electronic energy in Eh: -815.3194
HOMO level in eV: -14.71

Each line ends with the Mulliken charge.
Element x y z (Å)
1 C 0.823 -0.145 -1.537  -0.163
2 C -0.371 0.336 -0.769  -1.200
3 C -0.503 -0.232 0.549  0.726
4 N -1.989 -0.771 0.950  -0.299
5 O 2.976 0.172 1.495  -0.537
6 O 1.992 0.008 -0.761  -0.280
7 O 1.252 2.005 0.804  -0.569
8 O 0.343 -0.535 1.280  -0.377
9 P 2.015 0.756 0.653  0.993
10 H 0.810 -1.225 -1.778  0.306
11 H 0.801 0.578 -2.416  0.268
12 H -1.294 0.381 -1.304  0.493
13 H -0.122 1.375 -0.483  0.515
14 H -1.776 -1.518 1.630  0.407
15 H -2.358 -1.014 0.107  0.338
16 H -2.600 -0.171 1.579  0.381

---

# 6
C23H28N4O4S | ωB97M-V/def2-TZVPD

ΔE to the lowest compared entry with this formula, charge and spin in eV: 3.835
Charge: 0
LUMO in Eh: 0.0037
Orbital gap in eV: 8.691
Electronic energy in Eh: -1811.3891
SMILES: CC(C)c1noc(N2CCC(COc3ccc(-c4ccc(S(C)(=O)=O)cc4)nc3)CC2)n1
HOMO level in eV: -8.59

Each line ends with the Mulliken charge.
Element x y z (Å)
1 C 0.965 4.658 -0.600  -1.594
2 H -0.034 5.072 -0.483  0.411
3 H 1.693 5.405 -0.292  0.414
4 H 1.137 4.429 -1.647  0.325
5 C 1.109 3.394 0.239  0.830
6 C 2.461 2.794 0.079  0.060
7 N 3.243 3.004 -0.937  -0.574
8 O 4.350 2.210 -0.712  -0.184
9 C 4.118 1.583 0.453  0.609
10 N 2.969 1.907 0.983  -0.398
11 N 5.050 0.768 0.984  0.077
12 C 4.589 -0.114 2.038  -1.467
13 H 3.929 0.456 2.691  0.572
14 C 3.845 -1.302 1.429  -0.130
15 H 3.523 -1.980 2.221  0.406
16 C 4.732 -2.043 0.423  0.484
17 C 3.958 -3.157 -0.304  -1.080
18 O 2.993 -2.642 -1.200  -0.473
19 C 1.733 -2.346 -0.797  0.313
20 C 0.987 -1.534 -1.666  -0.124
21 N -0.251 -1.171 -1.443  -0.436
22 C -0.873 -1.592 -0.340  0.323
23 C -0.218 -2.404 0.585  -1.216
24 C 1.094 -2.782 0.360  -0.001
25 H 1.597 -3.401 1.088  0.390
26 H -0.711 -2.720 1.491  0.335
27 C -2.257 -1.133 -0.160  0.910
28 C -2.671 0.027 -0.818  -0.492
29 C -3.960 0.497 -0.665  -0.869
30 C -4.842 -0.198 0.141  0.239
31 C -4.460 -1.355 0.790  -0.858
32 C -3.167 -1.823 0.642  -0.637
33 H -2.875 -2.736 1.137  0.367
34 H -5.179 -1.864 1.412  0.462
35 S -6.528 0.384 0.305  1.344
36 O -6.551 1.814 0.166  -0.665
37 O -7.114 -0.194 1.485  -0.674
38 C -7.350 -0.340 -1.148  -1.028
39 H -7.269 -1.416 -1.076  0.361
40 H -8.389 -0.033 -1.129  0.371
41 H -6.857 0.037 -2.035  0.365
42 H -4.294 1.404 -1.144  0.436
43 H -1.960 0.543 -1.442  0.556
44 H 1.442 -1.173 -2.578  0.481
45 H 3.516 -3.851 0.417  0.358
46 H 4.650 -3.717 -0.941  0.463
47 C 5.314 -1.066 -0.606  -0.662
48 H 6.038 -1.582 -1.239  0.505
49 C 5.982 0.128 0.077  -1.170
50 H 6.313 0.859 -0.661  0.502
51 H 6.843 -0.198 0.668  0.432
52 H 4.507 -0.702 -1.245  0.240
53 H 5.555 -2.520 0.969  0.317
54 H 2.957 -0.910 0.928  -0.004
55 H 5.466 -0.447 2.599  0.459
56 C 0.068 2.342 -0.159  -1.555
57 H 0.184 1.444 0.444  0.404
58 H 0.191 2.074 -1.206  0.375
59 H -0.935 2.734 -0.010  0.428
60 H 0.979 3.627 1.301  0.364